Entry 1:
DFT (wB97M-V/def2-TZVPD) results for a cluster of 2 separate species, C10H16 in total.

Results
2S+1 = 1
HOMO = -8.82 eV
Orbital gap = 0.359 hartree
Relative energy (zero: lowest compared OMol25 entry of this formula, charge and spin) = 1.672 eV
LUMO = 0.9486 eV
Charge = 0
SMILES = Cc1ccccc1.CCC

Each line ends with the Mulliken charge.
Element x y z (Å)
C -2.7054 -1.3069 1.5009  0.47
C -2.9631 -2.7513 1.0607  -1.30
C -1.6327 -1.2474 2.5743  -0.87
H -3.7113 -0.9027 1.7566  0.29
H -2.4220 -0.6648 0.6640  -0.33
H -3.6101 -3.1637 1.8375  0.32
H -3.4300 -2.6569 0.0875  0.33
H -0.8863 -0.4694 2.3702  0.13
H -2.0720 -3.3586 0.9461  0.41
H -1.1694 -2.2707 2.6994  0.29
H -1.9425 -0.8684 3.5751  0.27
C -1.0439 0.9184 -1.5116  -1.56
C 2.1247 1.0534 0.6122  -0.71
C 3.0451 1.0135 -0.4323  -0.31
C 0.7786 1.2322 0.1894  -0.12
C 0.3891 0.9486 -1.1041  0.75
C 2.7018 0.7291 -1.7391  -0.53
C 1.3515 0.5102 -2.0437  -0.38
H 2.3987 1.2049 1.6595  0.36
H 4.0010 1.4170 -0.1707  0.34
H 0.1474 1.8014 0.8867  0.39
H 3.3983 0.5901 -2.5356  0.39
H -1.6650 0.0271 -1.4240  0.23
H -1.2059 0.9021 -2.6128  0.38
H 1.1676 0.0401 -2.9936  0.36
H -1.6823 1.6697 -1.0715  0.41

Entry 2:
DFT (wB97M-V/def2-TZVPD) results for a structure of composition C41H36N9O9SSbTi.

Results
2S+1 = 3
HOMO (spin up / spin down) = 0.02 / -2.59 eV
Orbital gap (spin up / spin down) = 0.120 / 0.216 hartree
Relative energy (zero: lowest compared OMol25 entry of this formula, charge and spin) = 0.000 eV
LUMO (spin up / spin down) = 3.2974 / 3.2944 eV
Charge = -2
<S²> = 2.02

Each line ends with the Mulliken charge.
Element x y z (Å)
Ti 0.0694 -0.5974 -0.8602  0.02
C -3.9802 2.1815 4.4603  -0.94
N -4.7101 1.9407 3.2248  0.33
C -5.1410 2.9443 2.3647  -0.39
C -5.9369 2.4136 1.4248  -0.56
N -6.0173 1.0265 1.6480  0.42
C -5.3664 0.7278 2.8421  -0.05
S -5.3872 -0.6760 3.7215  -0.47
C -6.8084 0.0417 0.8960  0.37
C -8.1277 0.2314 0.4337  -0.47
C -8.7602 -0.7716 -0.3705  -0.45
C -7.9178 -1.9256 -0.5589  -0.32
C -6.6121 -1.9423 -0.0884  -0.46
N -6.0607 -0.9515 0.6246  -0.27
H -4.1242 3.1606 4.8867  0.38
H -2.8998 1.9532 4.3210  0.24
H -4.3589 1.3976 5.1084  0.30
H -4.7170 3.9862 2.4554  0.36
H -6.5461 2.8200 0.6841  0.48
H -8.6215 1.1702 0.6402  0.40
H -9.8466 -0.7255 -0.6633  0.33
H -8.2675 -2.7720 -1.1232  0.36
H -6.0316 -2.8434 -0.1672  0.39
O -0.2480 -1.9190 0.0366  -0.75
O 1.1968 0.4419 0.1965  -0.33
O -0.9150 1.4685 -0.6597  -0.14
N -2.1467 1.8358 -0.6468  -0.11
C -2.3105 3.0989 -1.0852  0.50
C -1.1899 3.8801 -1.2298  0.43
N -0.1939 4.4267 -1.4088  -0.59
C -3.6531 3.5977 -1.3395  -0.17
N -4.7185 4.0309 -1.5344  -0.64
O -2.0352 -1.1110 -4.3206  -0.79
C -1.1782 -0.7857 -3.5149  -0.23
O -1.3643 -0.4666 -2.2492  -0.48
C 0.2309 -0.5288 -4.1552  0.04
C 1.3529 -0.2909 -3.2192  2.57
C 2.6085 -0.0105 -4.0356  -1.27
C 2.6334 0.2827 -5.3982  -0.58
C 1.4064 0.1710 -6.0894  -0.13
C 0.2329 -0.4986 -5.5165  -0.78
N 1.3617 0.6197 -7.4111  0.93
O 2.4123 0.6575 -8.0857  -0.72
O 0.2715 0.9629 -7.8457  -0.69
N 3.9405 -0.2156 -3.5369  0.91
O 4.8735 -0.3765 -4.3723  -0.84
O 4.1775 -0.1351 -2.2903  -0.65
H 1.1169 0.7435 -2.6888  0.02
H 3.5185 0.7495 -5.8636  0.40
H -0.6427 -0.7900 -6.1000  0.48
C 0.5554 -3.5942 -2.5834  -1.98
C 1.8455 -2.7928 -2.3826  1.70
C 2.9130 -3.0910 -3.4464  -1.83
C 2.4886 -3.1608 -1.0237  -1.25
N 1.4456 -1.3101 -2.1892  1.08
H 0.8664 -4.6324 -2.5861  0.62
H -0.0051 -3.3308 -3.4808  0.31
H -0.0957 -3.5010 -1.6943  0.20
H 2.9056 -4.2088 -3.5068  0.47
H 3.8766 -2.7671 -3.1652  0.39
H 2.7134 -2.6136 -4.4233  0.22
H 2.3573 -4.2661 -0.8412  0.49
H 1.9375 -2.6507 -0.2361  0.01
H 3.5674 -2.8796 -0.9726  0.09
C -0.5027 -1.1970 6.1848  -0.37
C 0.3928 -0.1226 6.1743  -0.71
C 1.0009 0.2715 4.9666  -0.41
C 0.8812 -0.4937 3.8071  0.24
C -0.0281 -1.5502 3.8336  -0.27
C -0.7523 -1.8957 4.9977  -0.69
Sb 1.9816 0.1492 1.9450  1.44
C 2.7317 2.1205 2.0114  0.45
C 2.0451 3.0765 1.3081  -0.44
C 2.6811 4.2467 0.9956  -0.39
C 4.0299 4.4491 1.3213  -0.47
C 4.7379 3.4280 1.9448  -0.51
C 4.0964 2.2674 2.3120  -0.50
C 3.7090 -1.0048 1.6369  0.00
C 4.4689 -1.4621 2.6740  -0.33
C 5.7777 -1.8426 2.4317  -0.65
C 6.2938 -1.7523 1.0824  -0.56
C 5.4710 -1.3490 0.0341  -0.19
C 4.1567 -0.9680 0.3274  -0.14
H -0.9147 -1.5359 7.1093  0.44
H 0.6840 0.3295 7.0920  0.41
H 1.7171 1.0812 4.8759  0.40
H -0.1775 -2.0890 2.8843  0.37
H -1.4544 -2.7295 4.9813  0.40
H 1.0139 2.9053 0.9950  0.24
H 2.2010 4.9888 0.3312  0.39
H 4.5139 5.4375 1.3034  0.32
H 5.8168 3.5112 2.1455  0.33
H 4.5126 1.5032 2.9354  0.41
H 4.1072 -1.4701 3.6699  0.54
H 6.3138 -2.1806 3.2830  0.43
H 7.3545 -1.9635 0.8890  0.34
H 5.7946 -1.3128 -1.0354  0.40
H 3.4047 -0.6763 -0.4572  0.17

Entry 3:
DFT (wB97M-V/def2-TZVPD) results for a structure of composition C36H99F6N9NaO9P.

Results
2S+1 = 1
HOMO = -8.46 eV
Orbital gap = 0.275 hartree
Relative energy (zero: lowest compared OMol25 entry of this formula, charge and spin) = 0.000 eV
LUMO = -0.9778 eV
Charge = 0

Each line ends with the Mulliken charge.
Element x y z (Å)
Na 2.0558 -0.6300 -3.4853  0.80
P 0.4966 0.5281 -0.2655  1.37
F 0.2507 1.3756 -1.6515  -0.30
F -0.8174 -0.3459 -0.5862  -0.71
F 1.4078 -0.5143 -1.1570  -0.34
F 0.8126 -0.3408 1.0356  -0.16
F 1.8318 1.4151 0.0019  -0.41
F -0.3932 1.5693 0.5572  -0.48
C 4.9082 2.4562 -1.2976  -1.21
C 4.3151 2.5255 -2.6978  0.00
C 5.3236 2.1749 -3.7445  -0.05
O 6.2654 3.2426 -3.8054  -0.39
C 7.3817 2.9581 -4.6150  -0.71
N 3.1226 1.6278 -2.7601  -0.02
H 5.7524 3.1239 -1.1670  0.50
H 5.2311 1.4116 -1.1682  0.00
H 4.1455 2.5532 -0.5237  0.35
H 3.9043 3.5329 -2.8266  0.47
H 4.8664 2.0939 -4.7484  0.40
H 5.8699 1.2467 -3.5473  -0.14
H 8.1674 3.6178 -4.2342  0.26
H 7.2126 3.2502 -5.6548  0.26
H 7.7540 1.9367 -4.5052  0.29
H 2.3937 2.0232 -2.1730  -0.26
H 2.8304 1.7257 -3.7347  0.36
C -7.3188 3.1355 -1.5311  -1.67
C -6.1824 2.1078 -1.4409  2.16
C -6.1203 1.3159 -0.1523  -1.16
O -5.0521 0.3775 -0.1351  -0.17
C -3.8178 0.9569 0.1873  -0.44
N -6.2717 1.1692 -2.5751  -0.67
H -8.2218 2.7311 -1.0650  0.38
H -7.5989 3.2463 -2.5765  0.42
H -6.9671 4.0828 -1.1273  0.33
H -5.2464 2.6698 -1.5569  -0.97
H -7.0084 0.6875 -0.0334  0.31
H -6.0186 1.9955 0.7042  0.40
H -3.8775 1.4569 1.1585  0.48
H -3.4405 1.7403 -0.4861  0.20
H -3.0900 0.1537 0.2163  -0.29
H -5.5724 1.3580 -3.2781  0.32
H -6.1818 0.2109 -2.2710  0.18
C 5.8004 -1.6411 -3.5122  -1.32
C 4.8807 -2.7464 -3.0676  0.35
C 5.5279 -3.6978 -2.0709  -0.74
O 4.5398 -4.6277 -1.6501  -0.37
C 4.7870 -5.1589 -0.3882  -0.51
N 3.6425 -2.1426 -2.4510  -0.39
H 5.8892 -0.8472 -2.7625  0.12
H 5.3290 -1.0794 -4.3299  0.30
H 6.8051 -1.9327 -3.8138  0.47
H 4.5181 -3.3683 -3.8911  0.45
H 6.0004 -3.1845 -1.2251  0.22
H 6.3121 -4.3049 -2.5478  0.47
H 4.7849 -4.4192 0.4207  0.06
H 5.7804 -5.6382 -0.3216  0.32
H 4.0818 -5.9676 -0.2099  0.30
H 3.3078 -2.9613 -1.9319  0.32
H 3.9903 -1.5446 -1.6881  0.19
C -3.0782 2.6294 4.4445  -1.53
C -1.8017 2.5122 3.6377  0.40
C -0.5720 2.5396 4.5393  0.36
O -0.5912 3.7911 5.2568  -0.41
C 0.1949 3.8786 6.4128  -0.47
N -1.8619 1.2280 2.9149  -0.19
H -3.9044 2.9615 3.8081  0.30
H -3.0408 3.3467 5.2643  0.41
H -3.3994 1.6611 4.8334  0.32
H -1.6128 3.3418 2.9542  0.38
H 0.4016 2.5608 4.0280  0.34
H -0.5889 1.7250 5.2769  -0.50
H -0.4341 4.2197 7.2375  0.27
H 1.0663 4.5221 6.2725  0.24
H 0.5648 2.8839 6.7065  0.03
H -1.7116 0.4644 3.5752  0.11
H -1.0308 1.1499 2.3248  -0.10
C -2.1229 -2.9958 1.4056  -1.63
C -3.4025 -3.7395 1.0256  1.54
C -3.1168 -5.0606 0.3638  -0.80
O -4.2821 -5.8566 0.1615  -0.45
C -5.1352 -5.3073 -0.8016  -0.58
N -4.2490 -3.8985 2.2516  -0.73
H -1.5399 -3.5183 2.1697  0.59
H -2.3777 -1.9899 1.7471  0.33
H -1.4879 -2.8223 0.5310  0.14
H -3.9061 -3.0255 0.3694  -0.53
H -2.5036 -5.6811 1.0321  0.35
H -2.5310 -5.0061 -0.5638  0.34
H -4.6112 -5.0763 -1.7355  0.22
H -5.6146 -4.3951 -0.4272  0.25
H -5.9414 -6.0097 -1.0095  0.33
H -3.5890 -3.9213 3.0312  0.29
H -4.5422 -4.8793 2.2416  0.34
C 3.8357 0.1090 2.3580  -1.19
C 4.8989 -0.3686 1.3517  0.27
C 5.8528 -1.3833 1.9374  -1.23
O 5.1398 -2.5505 2.2892  -0.19
C 5.9136 -3.4087 3.1115  -0.97
N 4.3746 -0.9038 0.0808  -0.53
H 4.3226 0.0830 3.3350  0.57
H 2.9694 -0.5493 2.3287  0.02
H 3.4814 1.1144 2.1438  0.28
H 5.5125 0.5076 1.1044  0.22
H 6.3781 -0.9555 2.7990  0.62
H 6.6084 -1.6030 1.1666  0.36
H 6.3123 -2.8784 3.9761  0.38
H 6.6802 -3.8991 2.4964  0.34
H 5.2782 -4.2287 3.4507  0.26
H 3.5534 -0.3792 -0.2239  0.17
H 3.9792 -1.8090 0.3495  0.28
C -3.2075 3.6265 -3.9568  -0.96
C -2.1275 4.3151 -3.0999  0.74
C -2.5472 4.5267 -1.6741  -0.28
O -3.4880 5.5322 -1.4410  -0.35
C -3.0851 6.7968 -1.8971  -0.80
N -0.8546 3.5836 -3.1447  -0.53
H -4.1697 4.1487 -3.9672  0.35
H -3.4090 2.6053 -3.6177  -0.20
H -2.8574 3.6040 -4.9914  0.48
H -1.9502 5.2430 -3.6541  0.22
H -1.6562 4.6815 -1.0385  0.40
H -2.8898 3.5900 -1.2146  -0.31
H -2.0336 7.0413 -1.7172  0.35
H -3.7363 7.5378 -1.4362  0.28
H -3.2507 6.8915 -2.9800  0.29
H -0.9275 2.7677 -2.5478  -0.03
H -0.5684 3.2806 -4.0642  0.28
C -1.9926 -2.1322 -3.8868  -1.29
C -3.1677 -1.3906 -3.2937  1.59
C -4.4799 -2.0029 -3.6820  -0.33
O -4.7238 -1.7141 -5.0476  -0.37
C -5.7926 -2.4619 -5.5529  -0.79
N -3.0205 -1.5648 -1.8390  0.18
H -1.9255 -3.1579 -3.5199  0.25
H -1.0993 -1.5922 -3.5926  0.02
H -2.1351 -2.2165 -4.9681  0.43
H -3.0631 -0.3145 -3.4613  -0.43
H -5.3316 -1.5915 -3.1188  0.14
H -4.4639 -3.0721 -3.4285  0.12
H -6.1399 -2.0779 -6.5099  0.27
H -6.6481 -2.4532 -4.8632  0.32
H -5.5035 -3.5115 -5.7057  0.29
H -2.1185 -1.3294 -1.4494  0.12
H -3.7575 -1.0513 -1.3691  -0.12
C -0.1279 -0.9133 6.3261  -1.61
C 0.7502 -0.8726 5.0767  1.11
C 2.1210 -1.4700 5.3536  -0.19
O 2.7221 -1.1481 6.6065  -0.50
C 2.8569 0.2370 6.8079  -0.49
N 0.0464 -1.4168 3.9246  -0.13
H -0.8668 -1.7140 6.2082  0.40
H -0.6227 0.0320 6.5432  0.20
H 0.3690 -1.2010 7.2552  0.44
H 0.9113 0.1723 4.7962  -0.05
H 2.8623 -1.1344 4.5989  -0.22
H 2.2554 -2.5530 5.2520  0.36
H 3.5892 0.3826 7.5962  0.33
H 1.8899 0.6870 7.0584  0.10
H 3.2091 0.7429 5.8969  0.18
H 0.6811 -1.4578 3.1339  -0.05
H -0.3423 -2.3316 4.1189  0.21

Which formula does entry 1 have? C10H16